{"formula": "C11H12BrClSc", "method": "ωB97M-V/def2-TZVPD", "charge": -1, "relative_energy_ev": 0.600, "largest_force_ha_per_bohr": 0.048, "homo_energy_ev": -3.95, "homo_lumo_gap_ev": 6.94, "elements": ["Br", "Sc", "Cl", "C", "C", "C", "C", "C", "C", "C", "C", "C", "C", "C", "H", "H", "H", "H", "H", "H", "H", "H", "H", "H", "H", "H"], "coordinates": [[-0.238, -3.231, 0.952], [0.128, -0.791, 0.679], [2.958, 0.281, 1.883], [2.016, 0.929, -1.561], [1.657, -0.458, -1.707], [-1.688, 0.009, 2.126], [1.001, 1.718, -2.163], [1.600, -0.609, 2.448], [0.398, -0.501, -2.401], [-1.192, 1.087, 1.335], [-2.151, -0.538, -0.071], [-1.478, 0.740, -0.031], [-2.285, -0.974, 1.296], [0.016, 0.839, -2.703], [-2.812, -1.872, 1.590], [2.003, -1.537, 2.862], [-2.524, -1.030, -0.992], [0.991, 2.812, -2.243], [-0.807, 2.039, 1.700], [1.148, -0.039, 3.290], [-0.888, 1.147, -3.244], [-1.740, 0.031, 3.210], [-0.133, -1.407, -2.725], [2.310, -1.325, -1.520], [2.947, 1.313, -1.124], [-1.236, 1.368, -0.883]], "forces_ev_per_angstrom": [[0.347, -1.017, -0.149], [1.612, -0.345, -0.479], [1.776, 1.293, -0.734], [-0.392, -0.074, -0.076], [-0.480, 0.349, 0.453], [-0.529, 0.300, 0.097], [0.132, -0.710, -0.246], [-2.136, -0.709, 0.992], [-0.009, 0.571, -0.168], [-1.143, -0.732, -0.948], [0.036, 1.171, 0.711], [-0.946, 0.322, 0.644], [-0.110, 1.131, -1.097], [0.574, -0.392, 0.028], [0.383, 0.076, 0.148], [-0.296, -0.027, -0.074], [0.525, 0.272, 0.896], [0.020, -0.502, 0.109], [0.165, -0.467, -0.184], [0.327, -0.335, -0.380], [0.390, -0.190, 0.310], [0.314, -0.280, -0.163], [0.308, 0.429, 0.191], [-0.353, 0.487, 0.001], [-0.549, -0.272, -0.128], [0.032, -0.350, 0.246]], "nbo_charge": [-0.515, 1.444, -0.070, -0.317, -0.447, -0.349, -0.338, -0.942, -0.354, -0.379, -0.364, -0.378, -0.297, -0.350, 0.238, 0.203, 0.246, 0.195, 0.242, 0.191, 0.194, 0.227, 0.209, 0.226, 0.210, 0.274]}